No. 1
{
  "formula": "C47H88F16N14O36S16",
  "method": "ωB97M-V with the def2-TZVPD basis set",
  "homo_lumo_gap_ev": 6.0,
  "energy_ev": -361570.8067,
  "homo_ev": -6.359,
  "charge": -2,
  "species": ["C", "C", "C", "C", "C", "C", "N", "O", "C", "C", "C", "H", "H", "H", "H", "H", "H", "H", "H", "H", "H", "H", "H", "H", "H", "H", "H", "H", "H", "C", "C", "C", "C", "C", "C", "N", "O", "C", "C", "C", "H", "H", "H", "H", "H", "H", "H", "H", "H", "H", "H", "H", "H", "H", "H", "H", "H", "H", "C", "C", "C", "C", "C", "C", "N", "O", "C", "C", "C", "H", "H", "H", "H", "H", "H", "H", "H", "H", "H", "H", "H", "H", "H", "H", "H", "H", "H", "C", "C", "N", "C", "C", "C", "C", "C", "O", "C", "H", "H", "H", "H", "H", "H", "H", "H", "H", "H", "H", "H", "H", "H", "H", "H", "H", "H", "H", "H", "C", "N", "C", "C", "C", "C", "C", "C", "C", "C", "N", "C", "C", "C", "H", "H", "H", "H", "H", "H", "H", "H", "H", "H", "H", "H", "H", "H", "N", "S", "O", "O", "F", "S", "O", "O", "F", "N", "S", "O", "O", "F", "S", "O", "O", "F", "N", "S", "O", "O", "F", "S", "O", "O", "F", "N", "S", "O", "O", "F", "S", "O", "O", "F", "N", "S", "O", "O", "F", "S", "O", "O", "F", "N", "S", "O", "O", "F", "S", "O", "O", "F", "N", "S", "O", "O", "F", "S", "O", "O", "F", "N", "S", "O", "O", "F", "S", "O", "O", "F"],
  "positions_angstrom": [[-3.20, 1.87, 3.62], [-3.00, 1.99, 5.10], [-4.32, 2.21, 5.69], [-4.50, 1.85, 7.17], [-4.00, 0.39, 7.35], [-2.50, 0.26, 7.03], [-2.44, 0.65, 5.57], [-1.68, 0.05, 4.78], [-2.03, -1.22, 7.16], [-1.47, 1.26, 7.78], [-1.92, 3.07, 5.23], [-3.78, 2.74, 3.20], [-3.58, 0.88, 3.40], [-2.29, 2.03, 3.12], [-4.96, 1.58, 5.10], [-4.66, 3.21, 5.46], [-5.58, 1.85, 7.44], [-4.04, 2.58, 7.80], [-4.61, -0.29, 6.79], [-4.08, 0.13, 8.42], [-2.02, -1.51, 8.21], [-1.03, -1.32, 6.70], [-2.72, -1.90, 6.67], [-1.86, 2.24, 7.78], [-0.47, 1.29, 7.39], [-1.41, 0.80, 8.76], [-2.35, 3.75, 4.41], [-0.87, 2.75, 5.01], [-2.05, 3.56, 6.23], [-0.10, 2.17, 0.61], [-0.33, 0.72, 0.29], [-0.56, 0.49, -1.21], [0.64, 0.64, -2.16], [1.81, -0.26, -1.66], [2.23, 0.06, -0.17], [1.01, 0.00, 0.71], [1.06, -0.46, 1.71], [2.92, 1.48, 0.04], [3.25, -0.95, 0.44], [-1.44, 0.18, 1.16], [0.38, 2.25, 1.58], [-1.10, 2.59, 0.69], [0.57, 2.62, -0.11], [-1.39, 1.18, -1.45], [-1.06, -0.46, -1.27], [1.02, 1.62, -2.31], [0.20, 0.26, -3.08], [2.75, -0.24, -2.25], [1.52, -1.33, -1.63], [3.91, 1.17, -0.35], [3.06, 1.79, 1.15], [2.59, 2.28, -0.61], [4.05, -0.96, -0.29], [2.75, -1.86, 0.43], [3.49, -0.65, 1.41], [-2.43, 0.53, 0.83], [-1.35, 0.51, 2.20], [-1.49, -0.90, 1.06], [-5.63, -1.94, -3.47], [-4.65, -3.00, -3.94], [-4.44, -2.88, -5.50], [-3.21, -3.72, -6.07], [-1.88, -3.16, -5.44], [-1.85, -3.08, -3.92], [-3.29, -2.80, -3.25], [-3.28, -2.52, -2.03], [-1.10, -1.82, -3.51], [-1.30, -4.30, -3.20], [-5.07, -4.46, -3.50], [-6.52, -2.06, -4.07], [-5.20, -0.98, -3.63], [-5.88, -2.05, -2.42], [-4.48, -1.90, -5.87], [-5.37, -3.29, -5.86], [-3.22, -3.65, -7.20], [-3.26, -4.78, -5.81], [-1.74, -2.11, -5.80], [-1.03, -3.69, -5.81], [-1.71, -0.93, -3.60], [-0.28, -1.69, -4.23], [-0.69, -1.89, -2.50], [-0.31, -4.39, -3.57], [-1.77, -5.24, -3.31], [-1.24, -4.13, -2.13], [-5.26, -4.47, -2.39], [-4.40, -5.31, -3.73], [-6.03, -4.55, -4.05], [1.34, 4.03, -3.22], [0.37, 4.88, -2.44], [-0.18, 6.15, -3.13], [-0.76, 7.00, -2.09], [0.94, 6.87, -3.87], [2.03, 7.21, -2.87], [-1.31, 5.89, -4.15], [-1.08, 4.91, -5.22], [-0.24, 5.32, -6.31], [-0.06, 4.35, -7.29], [2.14, 3.78, -2.49], [1.87, 4.56, -4.01], [0.92, 3.04, -3.62], [0.84, 5.22, -1.50], [-0.56, 4.38, -2.12], [0.00, 7.23, -1.36], [-1.59, 6.45, -1.64], [-1.20, 7.89, -2.52], [0.48, 7.80, -4.23], [1.23, 6.24, -4.75], [2.88, 7.54, -3.46], [2.36, 6.39, -2.21], [1.66, 7.98, -2.23], [-1.65, 6.86, -4.44], [-2.18, 5.58, -3.54], [-2.08, 4.70, -5.69], [-0.66, 3.98, -4.88], [-0.97, 3.87, -7.69], [0.47, 3.50, -6.91], [0.48, 4.91, -8.03], [-1.24, -6.73, 1.56], [0.05, -6.20, 2.07], [1.16, -6.92, 2.41], [2.30, -6.23, 2.84], [2.36, -4.82, 2.95], [1.22, -4.14, 2.53], [0.06, -4.85, 2.09], [3.65, -4.11, 3.33], [4.90, -4.65, 3.03], [5.99, -3.82, 3.16], [5.94, -2.53, 3.60], [4.70, -2.04, 3.92], [3.58, -2.85, 3.89], [7.15, -1.82, 3.88], [-1.20, -7.82, 1.60], [-1.33, -6.47, 0.51], [-2.00, -6.36, 2.13], [1.12, -8.00, 2.26], [3.27, -6.75, 3.09], [1.23, -3.09, 2.45], [-0.81, -4.35, 1.65], [5.03, -5.60, 2.53], [6.98, -4.16, 2.90], [4.57, -1.05, 4.37], [2.71, -2.41, 4.28], [7.95, -2.19, 3.24], [7.43, -2.01, 4.91], [7.02, -0.74, 3.63], [-4.98, 4.25, -0.96], [-3.95, 3.95, 0.15], [-2.85, 3.13, -0.32], [-4.50, 3.50, 1.41], [-3.36, 5.31, 0.49], [-5.14, 5.48, -1.80], [-6.01, 5.38, -2.91], [-3.82, 6.05, -2.02], [-5.96, 6.56, -0.91], [8.39, -4.10, 1.28], [7.43, -4.41, 0.02], [6.18, -3.82, 0.47], [7.41, -5.76, -0.40], [7.83, -3.42, -1.12], [10.02, -4.03, 1.36], [10.31, -2.87, 2.19], [10.87, -4.26, 0.23], [10.26, -5.29, 2.36], [1.60, -7.13, -2.33], [1.01, -8.16, -1.21], [-0.32, -7.84, -0.75], [1.98, -8.38, -0.16], [0.80, -9.44, -2.10], [2.03, -5.70, -1.64], [1.80, -5.67, -0.23], [1.69, -4.53, -2.43], [3.68, -5.77, -1.79], [-3.39, 0.75, -4.97], [-3.99, 0.89, -6.48], [-3.75, -0.42, -7.11], [-3.90, 2.17, -7.22], [-5.53, 0.70, -6.23], [-3.45, 2.10, -4.02], [-4.58, 2.95, -4.11], [-2.16, 2.58, -3.64], [-3.80, 1.17, -2.71], [3.22, 6.60, 2.10], [3.46, 5.15, 1.56], [2.38, 4.21, 2.00], [4.85, 4.75, 1.78], [3.49, 5.24, -0.02], [1.88, 7.24, 1.65], [1.49, 8.25, 2.51], [0.86, 6.39, 1.16], [2.39, 7.99, 0.33], [-4.36, -2.74, 2.32], [-4.16, -4.09, 1.52], [-4.94, -4.39, 0.36], [-3.86, -5.23, 2.30], [-2.69, -3.68, 0.95], [-3.94, -2.53, 3.82], [-4.18, -3.53, 4.81], [-4.25, -1.17, 4.26], [-2.38, -2.37, 3.71], [3.52, 0.11, -5.38], [2.15, -0.15, -6.09], [1.17, 0.86, -5.86], [1.69, -1.49, -6.04], [2.58, 0.07, -7.71], [4.25, 1.31, -4.94], [5.64, 1.15, -5.26], [3.99, 1.81, -3.55], [3.75, 2.38, -5.99], [3.13, -0.11, 6.10], [3.68, 0.79, 7.18], [3.95, 2.16, 6.97], [4.62, -0.04, 7.93], [2.33, 0.81, 8.13], [2.02, 0.63, 5.17], [2.40, 0.95, 3.79], [0.99, 1.36, 5.85], [1.32, -0.80, 4.96]]
}

No. 2
{
  "formula": "CH5N2S",
  "method": "ωB97M-V with the def2-TZVPD basis set",
  "homo_lumo_gap_ev": 7.4,
  "energy_ev": -14933.6487,
  "relative_energy_kcal_mol": 28.49,
  "homo_ev": -2.759,
  "charge": -1,
  "species": ["S", "H", "N", "C", "N", "H", "H", "H", "H"],
  "positions_angstrom": [[2.48, 0.03, -1.13], [1.48, 0.34, -1.90], [-0.32, 0.84, 1.03], [-0.31, -0.49, 0.40], [-1.48, -0.86, 0.10], [-1.14, 1.39, 0.78], [0.38, 1.42, 0.79], [0.72, -1.02, 0.26], [-1.81, -1.65, -0.33]]
}

No. 3
{
  "formula": "C32H43BrF22NO17PS",
  "method": "ωB97M-V with the def2-TZVPD basis set",
  "homo_lumo_gap_ev": 8.7,
  "energy_ev": -220120.6117,
  "homo_ev": -10.389,
  "species": ["C", "O", "C", "P", "C", "C", "C", "Br", "C", "O", "N", "C", "O", "F", "S", "O", "O", "C", "F", "F", "F", "H", "H", "H", "H", "H", "H", "H", "H", "H", "H", "H", "H", "H", "C", "C", "O", "C", "O", "C", "F", "F", "F", "H", "H", "H", "H", "H", "C", "C", "O", "C", "O", "C", "F", "F", "F", "H", "H", "H", "H", "H", "C", "C", "O", "C", "O", "C", "F", "F", "F", "H", "H", "H", "H", "H", "C", "C", "O", "C", "O", "C", "F", "F", "F", "H", "H", "H", "H", "H", "C", "C", "O", "C", "O", "C", "F", "F", "F", "H", "H", "H", "H", "H", "C", "C", "O", "C", "O", "C", "F", "F", "F", "H", "H", "H", "H", "H"],
  "positions_angstrom": [[-1.05, -4.03, 0.83], [-1.79, -3.50, -0.34], [-0.82, -2.96, -1.31], [-1.13, -3.48, -3.13], [-1.41, -5.27, -3.74], [-1.44, -6.40, -2.52], [-2.76, -7.43, -2.66], [0.17, -7.59, -2.48], [0.76, -3.54, -3.39], [1.41, -2.34, -3.34], [1.60, -4.76, -3.69], [2.64, -5.04, -2.62], [2.91, -4.29, -1.55], [3.43, -6.31, -2.80], [-3.27, -3.21, -2.97], [-4.00, -4.38, -2.24], [-3.93, -3.11, -4.40], [-3.68, -1.54, -2.15], [-2.60, -0.52, -2.36], [-4.88, -0.99, -2.89], [-4.12, -1.67, -0.74], [-0.16, -3.34, 1.15], [-1.77, -4.12, 1.77], [-0.63, -5.10, 0.58], [-0.71, -1.78, -1.17], [0.24, -3.39, -0.99], [-1.17, -2.42, -4.15], [-2.51, -5.29, -4.20], [-0.71, -5.60, -4.64], [-1.60, -5.83, -1.51], [-3.26, -7.65, -1.61], [-3.56, -7.04, -3.42], [-2.33, -8.44, -3.12], [2.10, -4.54, -4.60], [1.16, 2.88, 2.35], [-0.35, 2.82, 2.22], [-0.76, 1.54, 1.70], [-0.81, 0.51, 2.60], [-0.54, 0.63, 3.79], [-1.30, -0.77, 1.93], [-0.69, -1.00, 0.74], [-2.64, -0.73, 1.67], [-1.10, -1.88, 2.69], [1.64, 2.65, 1.40], [1.48, 3.88, 2.68], [1.53, 2.15, 3.08], [-0.69, 3.58, 1.50], [-0.85, 3.03, 3.17], [3.55, 6.57, 7.47], [2.09, 6.17, 7.62], [1.26, 6.93, 6.73], [1.22, 6.49, 5.43], [1.84, 5.51, 5.02], [0.26, 7.35, 4.60], [0.44, 8.68, 4.82], [-1.04, 7.08, 4.89], [0.40, 7.16, 3.26], [3.67, 7.65, 7.60], [4.17, 6.06, 8.20], [3.92, 6.33, 6.47], [1.76, 6.41, 8.64], [1.95, 5.10, 7.48], [-5.89, 4.28, 0.23], [-4.46, 4.10, -0.24], [-3.86, 5.37, -0.55], [-3.40, 6.10, 0.51], [-3.47, 5.72, 1.68], [-2.76, 7.40, 0.04], [-3.51, 8.05, -0.90], [-1.54, 7.19, -0.54], [-2.55, 8.29, 1.04], [-6.47, 4.84, -0.51], [-6.37, 3.31, 0.39], [-5.93, 4.85, 1.16], [-4.45, 3.51, -1.16], [-3.85, 3.56, 0.50], [6.19, -5.56, -4.42], [5.75, -6.65, -5.38], [6.23, -6.38, -6.71], [7.54, -6.73, -6.95], [8.28, -7.24, -6.11], [7.91, -6.44, -8.40], [7.50, -5.21, -8.82], [7.35, -7.34, -9.27], [9.25, -6.48, -8.63], [5.90, -4.57, -4.79], [5.76, -5.72, -3.43], [7.28, -5.55, -4.32], [4.65, -6.65, -5.44], [6.06, -7.64, -5.04], [3.32, -1.07, -1.84], [4.75, -1.25, -2.31], [5.35, 0.02, -2.62], [5.81, 0.75, -1.56], [5.74, 0.37, -0.39], [6.45, 2.04, -2.03], [5.70, 2.69, -2.97], [7.67, 1.83, -2.61], [6.66, 2.94, -1.02], [2.74, -0.51, -2.58], [2.84, -2.04, -1.68], [3.28, -0.50, -0.91], [4.77, -1.85, -3.23], [5.36, -1.79, -1.57], [-4.64, 3.05, 6.17], [-6.10, 2.65, 6.32], [-6.93, 3.40, 5.43], [-6.97, 2.96, 4.13], [-6.35, 1.99, 3.72], [-7.93, 3.82, 3.30], [-7.75, 5.15, 3.52], [-9.23, 3.56, 3.59], [-7.78, 3.63, 1.96], [-4.52, 4.13, 6.30], [-4.02, 2.53, 6.90], [-4.27, 2.80, 5.16], [-6.43, 2.88, 7.34], [-6.24, 1.57, 6.18]]
}

No. 4
{
  "formula": "C6H7PS2",
  "method": "ωB97M-V with the def2-TZVPD basis set",
  "homo_lumo_gap_ev": 7.4,
  "energy_ev": -37290.6204,
  "relative_energy_kcal_mol": 29.39,
  "homo_ev": -8.537,
  "species": ["C", "C", "C", "C", "C", "C", "P", "S", "S", "H", "H", "H", "H", "H", "H", "H"],
  "positions_angstrom": [[-2.43, 0.45, 0.51], [-1.79, 1.01, -0.65], [-1.47, 0.19, 1.42], [-0.45, 1.13, -0.48], [2.20, -0.42, -0.27], [-0.14, 0.53, 0.91], [0.80, -1.04, 0.58], [3.32, 0.66, -0.04], [2.67, -2.33, -1.60], [-3.55, 0.39, 0.47], [-2.44, 1.30, -1.55], [-1.55, -0.09, 2.41], [0.30, 1.39, -1.11], [0.60, 1.23, 1.46], [0.04, -1.54, -0.67], [3.89, -2.86, -1.37]]
}

No. 5
{
  "formula": "C18H23N3O5S",
  "method": "ωB97M-V with the def2-TZVPD basis set",
  "homo_lumo_gap_ev": 9.1,
  "energy_ev": -44581.3521,
  "relative_energy_kcal_mol": 60.96,
  "homo_ev": -8.805,
  "species": ["C", "C", "C", "C", "N", "C", "O", "C", "O", "C", "C", "C", "C", "C", "N", "N", "C", "O", "C", "C", "C", "C", "C", "S", "O", "O", "C", "H", "H", "H", "H", "H", "H", "H", "H", "H", "H", "H", "H", "H", "H", "H", "H", "H", "H", "H", "H", "H", "H", "H"],
  "positions_angstrom": [[1.48, 2.66, -1.15], [1.62, 2.44, 0.35], [3.03, 2.82, 0.82], [1.20, 1.01, 0.77], [1.77, -0.06, -0.02], [1.12, -0.77, -0.97], [1.66, -1.63, -1.63], [-0.36, -0.45, -1.23], [-1.11, -0.66, -0.05], [-2.46, -0.61, -0.12], [-3.14, -0.90, 1.07], [-4.51, -0.88, 1.11], [-5.25, -0.56, -0.03], [-6.69, -0.53, -0.01], [-7.48, -0.24, -1.00], [-8.74, -0.34, -0.54], [-8.66, -0.69, 0.69], [-7.39, -0.83, 1.11], [-4.57, -0.27, -1.22], [-3.19, -0.29, -1.26], [3.15, -0.45, 0.30], [3.26, -1.89, 0.84], [4.72, -2.13, 1.15], [5.60, -1.05, -0.04], [6.42, -1.81, -0.94], [6.24, 0.01, 0.69], [4.13, -0.37, -0.86], [1.85, 3.65, -1.42], [0.43, 2.61, -1.45], [2.04, 1.92, -1.71], [0.92, 3.11, 0.87], [3.80, 2.31, 0.25], [3.18, 3.89, 0.69], [3.16, 2.59, 1.87], [0.11, 0.94, 0.70], [1.47, 0.85, 1.81], [-0.47, 0.58, -1.60], [-0.67, -1.15, -2.02], [-2.56, -1.15, 1.94], [-5.03, -1.11, 2.03], [-9.47, -0.86, 1.37], [-5.15, -0.02, -2.09], [-2.70, -0.06, -2.19], [3.50, 0.23, 1.08], [2.91, -2.57, 0.06], [2.63, -2.01, 1.72], [5.04, -3.16, 0.98], [5.01, -1.80, 2.14], [4.34, 0.64, -1.19], [3.84, -1.01, -1.68]]
}

No. 6
{
  "formula": "C30H26Cl2N6O7SV",
  "method": "ωB97M-V with the def2-TZVPD basis set",
  "homo_lumo_gap_ev": [5.2, 6.4],
  "energy_ev": -116377.2281,
  "relative_energy_kcal_mol": 23.58,
  "homo_ev": [-0.812, -2.021],
  "s_squared": 3.79,
  "charge": -2,
  "multiplicity": 4,
  "species": ["V", "Cl", "C", "C", "C", "N", "C", "O", "C", "C", "C", "C", "C", "N", "C", "C", "C", "Cl", "N", "C", "O", "C", "C", "C", "C", "C", "N", "H", "H", "H", "H", "H", "H", "H", "H", "H", "H", "O", "C", "O", "C", "C", "C", "C", "C", "O", "C", "C", "O", "O", "H", "H", "H", "H", "H", "H", "H", "H", "C", "N", "C", "C", "N", "C", "S", "H", "H", "H", "H", "H", "H", "H", "H"],
  "positions_angstrom": [[-0.11, -0.42, -0.29], [-4.39, 0.44, 5.24], [-3.53, -0.24, 3.88], [-2.63, 0.57, 3.20], [-1.93, 0.07, 2.10], [-0.97, 0.72, 1.34], [-0.33, 1.85, 1.77], [-0.64, 2.60, 2.71], [0.89, 2.04, 0.94], [1.94, 2.93, 1.23], [3.19, 2.89, 0.67], [3.53, 2.03, -0.53], [3.30, 0.49, -0.44], [0.92, 1.09, -0.01], [-2.18, -1.27, 1.68], [-3.06, -2.07, 2.38], [-3.74, -1.55, 3.48], [-4.86, -2.59, 4.34], [-1.49, -1.59, 0.50], [-1.66, -2.75, -0.16], [-2.16, -3.80, 0.25], [-1.22, -2.63, -1.60], [-1.11, -3.73, -2.42], [-0.78, -3.54, -3.75], [-0.54, -2.25, -4.20], [-0.63, -1.21, -3.30], [-1.00, -1.38, -2.03], [-2.45, 1.58, 3.52], [1.74, 3.61, 2.05], [3.97, 3.55, 1.04], [4.50, 2.33, -0.95], [3.81, 0.03, -1.30], [-3.22, -3.09, 2.08], [-1.26, -4.71, -1.99], [-0.67, -4.39, -4.42], [-0.27, -2.06, -5.23], [-0.35, -0.21, -3.59], [3.03, -2.82, -1.50], [2.41, -2.32, -0.56], [1.13, -2.22, -0.47], [3.22, -1.89, 0.67], [2.39, -2.07, 1.96], [3.34, -2.18, 3.15], [3.83, -0.71, 3.27], [3.02, -0.03, 2.15], [1.80, -0.78, 2.16], [3.65, -0.37, 0.78], [1.90, 0.83, -1.00], [2.48, 2.11, -1.51], [1.28, 0.07, -1.89], [4.10, -2.53, 0.68], [1.62, -2.82, 1.89], [2.80, -2.50, 4.05], [4.15, -2.89, 2.97], [3.57, -0.28, 4.23], [4.91, -0.60, 3.12], [2.83, 1.02, 2.33], [4.74, -0.30, 0.87], [-3.77, 4.17, -1.40], [-3.22, 3.04, -2.09], [-2.26, 3.19, -3.17], [-1.78, 1.75, -3.40], [-2.75, 0.96, -2.65], [-3.49, 1.73, -1.81], [-4.54, 1.16, -0.66], [-4.37, 4.79, -2.08], [-2.98, 4.78, -0.97], [-4.41, 3.80, -0.61], [-1.45, 3.86, -2.88], [-2.75, 3.60, -4.06], [-0.76, 1.61, -3.02], [-1.79, 1.48, -4.45], [-2.48, 0.06, -2.29]]
}